No. 1
{
  "formula": "C49H53GeN2O3S2Sb2W",
  "method": "ωB97M-V/def2-TZVPD",
  "total_charge": 1,
  "spin_multiplicity": 1,
  "e_lumo_ev": -3.4,
  "total_energy_ev": -153876.570,
  "homo_ev": -9.95,
  "relative_energy_kcal_mol": 70.5,
  "largest_force_ev_per_a": 0.9,
  "gap_ev": 6.51,
  "elements": ["W", "Sb", "Sb", "Ge", "S", "S", "O", "O", "O", "N", "N", "C", "C", "C", "C", "C", "C", "C", "C", "C", "C", "C", "C", "C", "C", "C", "C", "C", "C", "C", "C", "C", "C", "C", "C", "C", "C", "C", "C", "C", "C", "C", "C", "C", "C", "C", "C", "C", "C", "C", "C", "C", "C", "C", "C", "C", "C", "C", "C", "C", "H", "H", "H", "H", "H", "H", "H", "H", "H", "H", "H", "H", "H", "H", "H", "H", "H", "H", "H", "H", "H", "H", "H", "H", "H", "H", "H", "H", "H", "H", "H", "H", "H", "H", "H", "H", "H", "H", "H", "H", "H", "H", "H", "H", "H", "H", "H", "H", "H", "H", "H", "H", "H"],
  "xyz": [[0.664, 0.585, -0.342], [0.399, -1.987, -1.585], [2.028, -1.424, 1.343], [2.277, 2.699, -0.957], [-1.611, 0.496, -1.272], [-4.134, -0.817, -0.719], [0.006, 1.082, -4.402], [0.536, 1.156, -2.257], [1.006, 1.702, 1.236], [-0.946, -0.055, 1.395], [-2.141, -0.701, 1.045], [2.978, -0.130, -2.552], [5.356, -0.446, -2.270], [3.036, -0.856, 3.131], [0.604, -2.803, 2.155], [3.940, 0.080, -0.404], [-4.741, -3.109, 0.753], [5.871, -3.642, -2.059], [3.129, -3.624, -1.546], [0.887, 1.844, 2.553], [-5.127, -5.310, -0.162], [5.387, -3.243, -0.826], [0.826, 2.181, 5.312], [1.565, 5.261, 0.227], [6.109, 4.216, -0.212], [-0.369, 4.101, -0.548], [1.126, 3.046, -3.579], [-3.764, -5.058, 1.795], [1.507, 3.095, 4.508], [-4.343, -5.874, 0.836], [-1.363, -3.117, -1.227], [4.227, -0.431, -3.074], [-0.868, 0.095, 2.692], [0.765, 6.320, 0.643], [0.486, 1.691, -3.483], [-1.175, 5.147, -0.122], [4.899, 3.814, -0.767], [-4.964, -1.622, 0.691], [5.483, 3.195, 1.861], [0.109, 0.978, 3.329], [2.776, 0.165, -1.190], [-2.545, -0.394, -0.123], [5.199, -0.196, -0.920], [4.981, -4.019, -3.054], [3.959, 3.101, -0.023], [-5.330, -3.939, -0.197], [-0.609, 6.264, 0.475], [1.016, 4.128, -0.377], [3.622, -4.013, -2.790], [2.483, 3.063, -2.880], [4.278, 2.803, 1.301], [6.406, 3.907, 1.104], [-3.960, -3.684, 1.749], [4.021, -3.214, -0.554], [-1.871, -0.549, 3.610], [1.531, 2.939, 3.141], [3.573, -2.847, 0.827], [0.350, -2.038, -3.699], [1.668, -3.705, -1.282], [0.115, 1.159, 4.727], [-2.646, 0.175, 3.876], [-0.194, -2.951, -3.943], [6.054, -0.191, -0.255], [6.937, -3.657, -2.244], [1.192, 3.306, -4.634], [4.034, -0.493, 2.885], [4.707, 4.067, -1.802], [2.015, 3.937, 4.959], [3.589, 2.242, 1.916], [-3.509, -3.053, 2.501], [4.427, -2.470, 1.391], [-1.764, -3.022, -0.226], [-0.258, -2.946, 1.505], [5.342, -4.333, -4.024], [6.331, -0.664, -2.685], [1.195, -4.376, -2.002], [2.025, 3.650, 2.495], [3.899, 0.321, 0.653], [3.206, 2.417, -3.375], [-1.234, 7.086, 0.799], [-2.120, -2.796, -1.941], [-2.247, 5.092, -0.270], [-1.392, -0.876, 4.528], [2.927, -4.333, -3.558], [2.634, 5.339, 0.387], [6.820, 4.765, -0.815], [1.223, 7.188, 1.100], [3.201, -3.726, 1.363], [-2.350, -1.392, 3.138], [0.247, -2.424, 3.112], [-0.465, 0.517, 5.370], [5.707, 2.945, 2.891], [-0.161, -1.158, -4.084], [1.435, -4.095, -0.289], [-3.169, -5.491, 2.589], [7.347, 4.215, 1.539], [-4.668, -1.118, 1.609], [-4.202, -6.946, 0.874], [0.814, 2.303, 6.386], [-1.113, -4.163, -1.412], [-5.596, -5.941, -0.905], [-5.951, -3.509, -0.974], [-0.858, 3.265, -1.040], [2.151, -0.105, -3.253], [3.118, -1.770, 3.720], [2.871, 4.084, -2.911], [1.092, -3.762, 2.328], [6.085, -2.942, -0.052], [1.358, -2.082, -4.106], [0.460, 3.771, -3.100], [4.312, -0.648, -4.132], [-6.016, -1.399, 0.513], [2.498, -0.098, 3.691]]
}

=====

No. 2
{
  "formula": "C49H56BiBrIN4O2PSSe2Te",
  "method": "ωB97M-V/def2-TZVPD",
  "spin_multiplicity": 1,
  "e_lumo_ev": -0.6,
  "total_energy_ev": -303871.369,
  "homo_ev": -7.02,
  "relative_energy_kcal_mol": 56.4,
  "largest_force_ev_per_a": 0.7,
  "gap_ev": 6.41,
  "elements": ["Bi", "I", "Te", "Br", "Se", "Se", "S", "P", "O", "O", "N", "N", "N", "N", "C", "C", "C", "C", "C", "C", "C", "C", "C", "C", "C", "C", "C", "C", "C", "C", "C", "C", "C", "C", "C", "C", "C", "C", "C", "C", "C", "C", "C", "C", "C", "C", "C", "C", "C", "C", "C", "C", "C", "C", "C", "C", "C", "C", "C", "C", "C", "C", "C", "H", "H", "H", "H", "H", "H", "H", "H", "H", "H", "H", "H", "H", "H", "H", "H", "H", "H", "H", "H", "H", "H", "H", "H", "H", "H", "H", "H", "H", "H", "H", "H", "H", "H", "H", "H", "H", "H", "H", "H", "H", "H", "H", "H", "H", "H", "H", "H", "H", "H", "H", "H", "H", "H", "H", "H"],
  "xyz": [[0.429, 1.169, 0.928], [5.251, 5.749, 3.319], [3.377, -0.198, 0.089], [1.177, -3.581, 1.011], [0.357, 2.595, -1.217], [-1.514, -0.300, 3.523], [2.897, -1.967, -1.546], [-2.049, 0.990, 1.865], [0.123, -0.880, 0.154], [1.878, 0.590, 3.575], [3.687, 2.456, 1.164], [2.135, 0.186, -3.017], [0.701, 3.050, 3.037], [3.152, 3.484, 0.493], [-3.093, 0.116, 0.640], [-2.995, -5.130, -1.951], [-4.247, -4.650, -2.683], [0.867, 2.706, 4.310], [-3.417, -6.156, -0.892], [7.127, -2.160, 0.976], [0.592, 0.169, -4.789], [-5.442, -1.092, -1.018], [-0.605, 4.937, 3.740], [8.018, -1.691, 0.021], [3.504, 4.670, 1.016], [5.415, -0.708, 0.154], [4.923, -2.239, 2.145], [-0.029, 4.142, 2.770], [4.340, 4.397, 2.075], [-3.091, 3.536, 1.546], [-4.180, 3.682, 4.092], [4.419, 2.995, 2.127], [-2.970, 2.453, 2.419], [5.823, -1.682, 1.071], [-3.511, 2.530, 3.695], [0.337, 3.461, 5.353], [-2.071, -5.810, -2.969], [5.940, 0.947, -1.728], [7.601, -0.674, -0.829], [-2.682, -2.657, -1.349], [-3.760, 4.683, 1.945], [-4.302, 4.756, 3.223], [2.025, -1.132, -2.790], [-0.410, 4.586, 5.068], [-3.408, 0.367, -1.912], [-1.979, -1.584, -0.807], [6.310, -0.164, -0.778], [-1.077, -4.219, -0.571], [-5.286, -1.035, 0.303], [1.434, 0.849, -3.959], [-5.848, 0.571, -2.752], [-0.350, -3.171, -0.046], [-2.585, 0.230, -3.198], [-2.517, -0.156, -0.750], [1.145, -1.856, -3.604], [-4.289, -0.285, 1.068], [0.439, -1.208, -4.587], [-3.595, 1.869, -1.645], [1.662, 1.465, 4.659], [-4.775, -0.353, -2.145], [9.400, -2.271, -0.104], [-2.246, -3.974, -1.285], [-0.716, -1.822, -0.219], [-0.147, 4.379, 1.717], [2.425, 3.283, -0.208], [-6.244, -1.738, -1.370], [5.173, 1.597, -1.311], [4.967, 2.371, 2.814], [-1.737, -5.091, -3.721], [1.150, -0.056, 3.569], [9.605, -2.982, 0.695], [-5.977, -1.619, 0.902], [-4.084, 2.370, -2.480], [-4.601, -1.106, -2.923], [6.815, 1.558, -1.951], [-2.554, -6.570, -0.368], [-6.184, 1.316, -2.032], [-2.308, -0.811, -3.375], [-4.951, -4.165, -2.004], [4.384, -1.452, 2.675], [-2.651, 3.481, 0.556], [-4.068, -5.693, -0.148], [-3.617, -2.453, -1.838], [2.640, 1.765, 5.046], [-2.613, 2.332, -1.515], [9.512, -2.793, -1.055], [-2.594, -6.622, -3.481], [-5.478, 1.085, -3.641], [1.011, -2.909, -3.404], [4.169, -2.909, 1.726], [-1.200, 5.794, 3.459], [-3.156, 0.588, -4.060], [8.299, -0.263, -1.551], [-4.552, -0.089, 2.105], [-0.268, -1.764, -5.188], [-1.185, -6.227, -2.487], [2.647, 0.726, -2.310], [-4.603, 3.739, 5.087], [-3.856, 5.518, 1.263], [-4.757, -5.505, -3.132], [5.575, 0.542, -2.677], [5.514, -2.800, 2.867], [-4.188, 2.051, -0.746], [1.572, 1.918, -3.984], [-3.959, -6.985, -1.355], [-0.723, -5.229, -0.405], [-1.671, 0.826, -3.118], [-0.844, 5.175, 5.866], [-3.392, 1.690, 4.369], [-6.714, -0.021, -3.053], [-4.001, -3.951, -3.486], [-1.628, 0.473, -0.845], [10.161, -1.490, -0.069], [1.131, 0.962, 5.472], [-4.812, 5.657, 3.543], [0.032, 0.700, -5.542], [0.494, 3.143, 6.376], [7.452, -2.926, 1.672], [3.144, 5.601, 0.614]]
}